# C19H15Cl5N5ORb

A structure of composition C19H15Cl5N5ORb in a non-equilibrium geometry (ωB97M-V/def2-TZVPD, the Open Molecules 2025 dataset).

```
! RIJCOSX wB97M-V def2-TZVPD def2/J DEFGRID3
* xyz 0 1
Rb 0.113 0.019 0.478
Cl 4.146 1.866 1.659
C 4.178 0.211 1.025
C 2.978 -0.459 0.918
C 3.080 -1.730 0.403
Cl 1.562 -2.659 0.197
C 4.269 -2.340 0.008
Cl 4.299 -3.954 -0.626
C 5.453 -1.615 0.123
Cl 6.953 -2.308 -0.379
C 5.408 -0.314 0.633
Cl 6.870 0.611 0.738
C 4.490 3.732 -1.251
C 3.676 4.755 -0.764
C 2.317 4.554 -0.612
C 1.773 3.323 -0.967
C 2.578 2.310 -1.468
C 3.943 2.510 -1.601
N 0.392 2.969 -0.806
N -0.262 3.782 -0.176
C -1.640 3.411 0.030
C -2.535 4.465 0.117
C -3.869 4.183 0.347
C -4.256 2.864 0.518
C -3.283 1.884 0.438
N -1.997 2.145 0.191
H 5.558 3.890 -1.344
H 4.111 5.707 -0.489
H 1.672 5.326 -0.218
H 2.129 1.362 -1.723
H 4.576 1.707 -1.960
H -2.167 5.479 0.001
H -4.594 4.984 0.411
H -5.285 2.599 0.722
H -3.535 0.835 0.570
C -4.840 -3.761 0.659
N -3.675 -2.927 0.885
C -3.061 -2.162 -0.052
N -3.599 -2.213 -1.310
O -2.092 -1.442 0.212
H -5.174 -4.155 1.614
H -4.623 -4.611 0.009
H -5.664 -3.188 0.229
H -3.254 -2.887 1.794
H -4.169 -2.989 -1.593
H -3.046 -1.774 -2.024
*
```

## Properties
Relative energy (zero: lowest compared OMol25 entry of this formula, charge and spin) (kJ/mol): 0.00
Molecular weight (g mol⁻¹): 592.1
HOMO energy (eV): -7.301
Largest force on an atom (hartree/bohr): 0.0279
Kohn-Sham gap (eV): 6.7344

Here are the natural (NBO) charges for atoms 1 to 8, given in e: atom 1 (Rb): 0.919, atom 2 (Cl): -0.051, atom 3 (C): -0.067, atom 4 (C): -0.414, atom 5 (C): -0.073, atom 6 (Cl): -0.099, atom 7 (C): -0.107, atom 8 (Cl): 0.018